Molecular formula: C34H53BClI2N5O3OsS
Method: DFT, ωB97M-V/def2-TZVPD

Last column: Mulliken spin population.
Cartesian coordinates (Å):
Os (0.86576, -0.67230, 1.47642)  3.04
I (1.64589, -2.72328, 5.25054)  0.00
C (1.31695, -0.67728, 5.67161)  0.01
I (0.20386, 0.42120, 4.17296)  0.07
H (2.27469, -0.18083, 5.75771)  0.00
H (0.74271, -0.58814, 6.58543)  0.00
C (1.85718, -3.48597, -0.66555)  0.02
C (2.86999, -2.48362, -0.10770)  0.04
C (4.25480, -3.14010, -0.04653)  0.02
C (2.48931, -2.00432, 1.29342)  0.09
H (2.08737, -3.72249, -1.70518)  0.00
H (0.83690, -3.09880, -0.60817)  -0.02
H (1.90448, -4.41592, -0.09441)  0.00
H (2.94439, -1.62482, -0.79052)  -0.01
H (4.23230, -3.98122, 0.64823)  0.00
H (5.01154, -2.43274, 0.29324)  0.00
H (4.55252, -3.50631, -1.02948)  0.00
H (3.30528, -1.39884, 1.71429)  0.05
H (2.34170, -2.87427, 1.93940)  0.02
C (-4.31578, -8.09778, 1.80867)  0.02
C (-3.15448, -7.46350, 2.57846)  0.06
C (-1.89174, -8.31656, 2.33021)  0.02
C (-3.48819, -7.45230, 4.08255)  0.04
C (-2.86133, -6.04812, 2.12891)  0.06
C (-3.66405, -5.38869, 1.14334)  0.18
C (-3.34412, -4.16388, 0.60601)  -0.01
C (-2.18822, -3.56496, 1.08589)  0.24
O (-1.60195, -2.43208, 0.71224)  -0.04
B (-0.43023, -2.27850, 1.52029)  -0.24
O (-0.36873, -3.38471, 2.38680)  -0.01
C (-1.41802, -4.17154, 2.12242)  0.17
C (-1.74308, -5.39158, 2.65252)  -0.01
H (-4.46289, -9.11691, 2.16146)  0.00
H (-4.10474, -8.14685, 0.73853)  0.00
H (-5.25409, -7.56238, 1.96374)  0.00
H (-2.10891, -9.35821, 2.56192)  0.00
H (-1.05382, -8.00138, 2.95087)  0.00
H (-1.58925, -8.25421, 1.28333)  0.00
H (-3.69884, -8.46984, 4.40947)  0.00
H (-4.36933, -6.83950, 4.27761)  0.00
H (-2.65950, -7.06821, 4.67775)  0.00
H (-4.56507, -5.86743, 0.78802)  0.00
H (-3.95985, -3.69750, -0.14947)  0.00
H (-1.13483, -5.82890, 3.43074)  0.00
C (-0.24083, 4.13336, -1.75638)  0.01
C (1.17095, 4.20269, -2.34739)  -0.01
C (1.07151, 4.84051, -3.74399)  0.00
C (1.67723, 2.75234, -2.53481)  0.00
C (2.17921, 5.02534, -1.44317)  0.00
O (3.51137, 4.71909, -1.83878)  0.00
C (2.04603, 6.58196, -1.52047)  0.00
C (1.32094, 7.38757, -0.42127)  0.00
C (-0.17405, 7.23643, -0.36256)  0.00
C (-0.80306, 6.72475, 0.76833)  0.00
C (-2.17905, 6.56461, 0.81541)  0.00
C (-2.94597, 6.92540, -0.28224)  0.00
Cl (-4.65534, 6.70389, -0.24433)  0.00
C (-2.34389, 7.47579, -1.40711)  0.00
C (-0.96991, 7.63132, -1.43751)  0.00
C (2.12292, 4.64914, 0.05550)  0.00
N (2.40685, 3.26015, 0.38352)  0.01
C (1.56433, 2.37063, 0.90261)  0.00
N (2.17487, 1.19537, 1.02279)  0.02
C (3.43286, 1.45074, 0.55532)  0.01
N (3.60146, 2.68601, 0.17347)  0.00
H (-0.91102, 3.67942, -2.49036)  0.00
H (-0.63154, 5.11833, -1.51912)  0.00
H (-0.28072, 3.51453, -0.85744)  -0.01
H (0.59813, 4.13988, -4.43183)  0.00
H (2.05089, 5.09105, -4.15792)  0.00
H (0.45389, 5.73797, -3.73535)  0.00
H (1.24649, 2.33338, -3.44666)  0.00
H (1.36680, 2.11178, -1.70750)  -0.01
H (2.76126, 2.71676, -2.61973)  0.00
H (3.66682, 5.04744, -2.73126)  0.00
H (1.61896, 6.86344, -2.47973)  0.00
H (3.07603, 6.94178, -1.51698)  0.00
H (1.53426, 8.43556, -0.64756)  0.00
H (1.75618, 7.18855, 0.55896)  0.00
H (-0.20734, 6.45863, 1.63496)  0.00
H (-2.66052, 6.17370, 1.70171)  0.00
H (-2.95334, 7.78409, -2.24569)  0.00
H (-0.50630, 8.07178, -2.31313)  0.00
H (1.13636, 4.87758, 0.45096)  0.00
H (2.87850, 5.25677, 0.55298)  0.00
H (0.54868, 2.58763, 1.18852)  -0.02
H (4.22373, 0.72017, 0.51746)  0.00
C (-2.30732, -1.68248, -3.34253)  0.00
N (-1.95490, -0.88066, -2.17383)  0.01
C (-0.77063, -0.56843, -1.67478)  -0.02
S (-0.77076, 0.40478, -0.23542)  0.13
N (0.39869, -0.86275, -2.22575)  0.04
C (0.71367, -1.39938, -3.54651)  0.00
H (-3.27964, -2.13350, -3.16079)  0.00
H (-1.59004, -2.48150, -3.50021)  0.00
H (-2.37913, -1.06991, -4.24117)  0.00
H (-2.72783, -0.51579, -1.64076)  0.00
H (1.18998, -0.64706, -1.64200)  0.01
H (-0.02152, -1.08688, -4.28064)  0.00
H (0.78019, -2.48802, -3.53443)  0.00
H (1.67805, -1.00014, -3.85137)  0.00

The maximum force comes out at 0.024 hartree/bohr. As for the spin multiplicity: 5. The electronic energy is -92400.228 eV. Its total charge is +2. Its expectation value of S² is 6.037. Its energy above the lowest of the compared OMol25 structures with the same formula, charge and spin is 14.50 kcal per mole. The value obtained for the frontier orbital gap (spin up / spin down) is 7.1705 / 3.6740 eV. The HOMO energy (spin up / spin down) is -0.4503 / -0.4503 Ha. The value obtained for the LUMO energy (spin up / spin down) is -5.08 / -8.58 eV.